# 1
This record from the OMol25 dataset describes a molecular structure, C12H30N2O8SSn in a non-equilibrium geometry. The level of theory is ωB97M-V/def2-TZVPD.

Positions of all 54 atoms, in Å:
Sn (-6.5679, 2.6314, -24.9339)
S (-8.5002, -1.9663, -20.6097)
O (-7.3278, -2.8065, -20.5558)
O (-9.4338, -2.5396, -19.6729)
O (-8.2570, -0.5515, -20.4737)
O (-8.9834, -2.2187, -21.9457)
C (-4.4954, -1.4421, -26.6044)
O (-3.6882, -0.8907, -25.5013)
C (-3.0418, -1.9745, -24.7353)
C (-2.0788, -1.3286, -23.7835)
N (-2.7459, -0.4146, -22.8478)
C (-1.8418, 0.0844, -21.8571)
C (-2.5378, 1.2493, -21.0626)
O (-2.9434, 2.4529, -21.7740)
C (-1.9067, 3.3603, -21.8910)
H (-3.9427, -2.0330, -27.3348)
H (-5.0420, -0.6110, -27.0502)
H (-5.1997, -2.1961, -26.2529)
H (-2.4657, -2.6386, -25.3798)
H (-3.8470, -2.5335, -24.2586)
H (-1.2305, -0.9200, -24.3326)
H (-1.6890, -2.1861, -23.2350)
H (-3.3869, -0.9563, -22.2858)
H (-0.9274, 0.4368, -22.3343)
H (-1.5095, -0.6894, -21.1650)
H (-2.0891, 1.4977, -20.1007)
H (-3.5330, 0.9176, -20.7667)
H (-1.7260, 3.8624, -20.9406)
H (-2.0202, 4.0615, -22.7178)
H (-1.0304, 2.7730, -22.1654)
C (-7.3495, 7.0474, -22.2936)
O (-7.3158, 7.1888, -23.6566)
C (-7.4197, 8.5378, -24.2268)
C (-7.4694, 8.4916, -25.7517)
N (-6.2971, 7.7947, -26.2904)
C (-5.0471, 8.5434, -26.3034)
C (-3.8769, 7.5913, -26.6074)
O (-3.7349, 6.4329, -25.8461)
C (-2.5195, 5.6446, -25.9893)
H (-8.2700, 7.4445, -21.8656)
H (-6.5531, 7.5799, -21.7737)
H (-7.2780, 6.0245, -21.9238)
H (-6.6459, 9.2162, -23.8675)
H (-8.3512, 9.0379, -23.9617)
H (-7.4741, 9.4894, -26.1902)
H (-8.3635, 7.9528, -26.0654)
H (-6.5110, 7.1103, -27.0017)
H (-4.9127, 9.0085, -25.3268)
H (-5.0441, 9.2853, -27.1020)
H (-2.9756, 8.1453, -26.3450)
H (-3.7549, 7.3977, -27.6731)
H (-2.5066, 5.1106, -26.9395)
H (-2.4910, 4.9848, -25.1222)
H (-1.6259, 6.2687, -25.9844)

Results
- Energy: -48943.9570 eV
- LUMO energy: -0.170 Ha
- Kohn-Sham gap: 2.17 eV

# 2
This record from the OMol25 dataset describes a molecular structure, C12H30N2O8SV in a non-equilibrium geometry. The level of theory is ωB97M-V/def2-TZVPD.

Positions of all 54 atoms, in Å:
V (1.8279, 23.3406, 32.6630)
S (1.0014, 20.8970, 33.5876)
O (1.7589, 19.8444, 34.2393)
O (-0.3952, 20.5663, 33.3450)
O (1.1390, 22.2086, 34.3459)
O (1.6815, 21.3255, 32.2793)
C (2.1876, 25.2907, 35.2919)
O (1.3574, 25.1026, 34.1605)
C (0.0075, 24.8682, 34.5362)
C (-0.8615, 24.6168, 33.3230)
N (-0.3807, 23.5881, 32.3775)
C (-0.7434, 23.9039, 30.9703)
C (0.1785, 23.1840, 30.0208)
O (1.5440, 23.3778, 30.4076)
C (2.3979, 22.7726, 29.4721)
H (2.3813, 24.3384, 35.7963)
H (1.7118, 25.9700, 36.0068)
H (3.1231, 25.7359, 34.9587)
H (-0.3891, 25.7670, 35.0271)
H (-0.0745, 24.0324, 35.2358)
H (-0.9749, 25.5612, 32.7793)
H (-1.8669, 24.3668, 33.6763)
H (-0.8490, 22.7091, 32.6057)
H (-0.6748, 24.9859, 30.8356)
H (-1.7737, 23.6082, 30.7563)
H (0.0633, 23.5014, 28.9809)
H (-0.0025, 22.1014, 30.0715)
H (2.2215, 21.6909, 29.4197)
H (3.4268, 22.9083, 29.8042)
H (2.2832, 23.2113, 28.4738)
C (2.4948, 26.3129, 31.0803)
O (3.0028, 25.1728, 31.7359)
C (4.4153, 25.1658, 31.8579)
C (4.8525, 23.7964, 32.3445)
N (3.9856, 23.3240, 33.3971)
C (4.3130, 21.9376, 33.8440)
C (4.1995, 21.8313, 35.3424)
O (4.9879, 22.8419, 35.9369)
C (4.8717, 22.8562, 37.3332)
H (1.4099, 26.2458, 31.0951)
H (2.8487, 26.3841, 30.0472)
H (2.7830, 27.2296, 31.6111)
H (4.6974, 25.9571, 32.5704)
H (4.9036, 25.4134, 30.9083)
H (5.9097, 23.8776, 32.6452)
H (4.8605, 23.0834, 31.5162)
H (4.2060, 23.8671, 34.2314)
H (5.3441, 21.7119, 33.5318)
H (3.6750, 21.1922, 33.3758)
H (4.5041, 20.8186, 35.6305)
H (3.1451, 21.9413, 35.6316)
H (5.1346, 21.8839, 37.7676)
H (3.8497, 23.1018, 37.6513)
H (5.5588, 23.6044, 37.7274)

Results
- Energy: -68814.2110 eV
- LUMO energy (spin up / spin down): 0.007 / 0.007 Ha
- Multiplicity: 4
- Kohn-Sham gap (spin up / spin down): 6.53 / 8.47 eV

# 3
This record from the OMol25 dataset describes 6 unconnected molecules or ions with the total composition C12H30N6O9 in a non-equilibrium geometry. The level of theory is ωB97M-V/def2-TZVPD.

Positions of all 57 atoms, in Å:
C (-0.0164, -21.6500, -2.4745)
N (1.0069, -20.6369, -2.5933)
O (0.7629, -19.5115, -2.1494)
O (2.0851, -20.9189, -3.0970)
H (0.2657, -22.5086, -3.0998)
H (-0.9050, -21.1527, -2.8487)
H (-0.2173, -21.8969, -1.4406)
C (-0.5910, -16.4405, -2.2336)
N (-1.5887, -15.4391, -2.4139)
O (-2.2226, -15.0519, -1.4293)
O (-1.7748, -14.9817, -3.5209)
H (-0.9420, -17.4303, -2.5092)
H (-0.3165, -16.4408, -1.1926)
H (0.2214, -16.0816, -2.8708)
C (1.7423, -17.8071, -4.7962)
N (2.3201, -17.2214, -6.0216)
O (2.4711, -17.9061, -7.0363)
O (2.4752, -15.9933, -6.0298)
H (0.6866, -17.5778, -4.9004)
H (2.2422, -17.3005, -3.9574)
H (1.9126, -18.8761, -4.7488)
C (5.7733, -17.1958, -4.4020)
N (5.8686, -18.5610, -4.7040)
C (6.4114, -18.9758, -6.0035)
C (5.6214, -19.5439, -3.8058)
O (5.7227, -20.7110, -4.0650)
H (5.2081, -17.0003, -3.4727)
H (5.2797, -16.6469, -5.2023)
H (6.7236, -16.6919, -4.2158)
H (7.3398, -18.4624, -6.1416)
H (6.4861, -20.0681, -5.9446)
H (5.7534, -18.8308, -6.8742)
H (5.3483, -19.2028, -2.7637)
C (3.4973, -16.3820, -9.8758)
N (3.7675, -15.1780, -9.1947)
C (3.0683, -13.9952, -9.6229)
C (4.5038, -15.2097, -8.0361)
O (4.6966, -14.2516, -7.3393)
H (2.4412, -16.6269, -9.8246)
H (4.0768, -17.2047, -9.4282)
H (3.8300, -16.2169, -10.9059)
H (1.9899, -14.1125, -9.6840)
H (3.2444, -13.1976, -8.9135)
H (3.3961, -13.7703, -10.6291)
H (4.9712, -16.2027, -7.7786)
C (-0.9553, -22.5936, -6.1938)
N (-0.4536, -21.1791, -6.1400)
C (0.9393, -20.9570, -6.5756)
C (-1.2311, -20.1550, -5.7179)
O (-0.8642, -19.0191, -5.5716)
H (-0.8762, -22.9946, -7.1652)
H (-2.0015, -22.5746, -5.8668)
H (-0.4240, -23.2656, -5.4887)
H (1.1162, -19.8829, -6.7443)
H (1.7007, -21.3317, -5.8695)
H (1.0955, -21.4463, -7.5081)
H (-2.2709, -20.4480, -5.5307)

Results
- Structure (SMILES): C[N+](=O)[O-].C[N+](=O)[O-].C[N+](=O)[O-].CN(C)C=O.CN(C)C=O.CN(C)C=O
- Energy: -40289.6852 eV
- LUMO energy: -0.021 Ha
- Kohn-Sham gap: 8.27 eV

# 4
This record from the OMol25 dataset describes a molecular structure, C12H31BF6NO18S2Zr in a non-equilibrium geometry. The level of theory is ωB97M-V/def2-TZVPD.

Positions of all 72 atoms, in Å:
Zr (-0.3992, -2.1558, 1.6411)
C (3.1572, -0.1967, -1.3731)
F (2.1203, 0.2287, -0.6017)
F (3.5011, 0.7525, -2.1948)
F (4.1445, -0.5459, -0.5800)
S (2.5192, -1.6221, -2.3829)
O (1.2272, -1.2023, -2.8321)
O (3.4727, -1.9501, -3.3760)
N (2.3082, -2.8000, -1.1953)
S (3.4583, -3.9596, -1.3776)
O (3.3118, -4.7794, -2.5255)
O (4.7542, -3.4812, -1.0324)
C (2.9447, -5.0316, 0.0349)
F (1.6387, -5.3403, -0.0483)
F (3.6445, -6.1332, 0.0085)
F (3.1509, -4.4039, 1.2100)
C (-1.0526, -0.4835, 5.4183)
C (-0.8079, -0.9227, 4.0325)
O (0.3504, -1.2285, 3.5540)
O (-1.7458, -1.1967, 3.2101)
H (-2.0141, 0.0182, 5.4753)
H (-0.2323, 0.0959, 5.8314)
H (-1.0917, -1.3973, 6.0216)
B (-0.7009, -0.2489, 0.5463)
H (-0.0297, -0.9652, -0.0857)
H (-0.8587, 0.8174, 0.0411)
H (-1.7048, -0.8025, 0.7995)
H (-0.0947, -0.1718, 1.5434)
C (-0.1571, 2.7504, -2.1189)
C (0.4008, 2.6844, -3.5091)
C (-0.4039, 3.4775, -4.5589)
O (0.5286, 4.3885, -5.1212)
C (1.7117, 4.3241, -4.4544)
O (2.6337, 5.0131, -4.6793)
O (1.6650, 3.3673, -3.4915)
H (0.5213, 2.3356, -1.3712)
H (-1.1780, 2.3798, -2.0638)
H (-0.1834, 3.8111, -1.8310)
H (0.5477, 1.6373, -3.7788)
H (-1.2811, 3.9730, -4.1435)
H (-0.7524, 2.7816, -5.3249)
C (-0.2011, 3.6532, 1.5535)
C (-0.9295, 2.8056, 2.5737)
C (-0.6359, 3.1948, 4.0439)
O (-1.9249, 3.1076, 4.6692)
C (-2.8947, 3.0850, 3.7191)
O (-4.0359, 3.0313, 3.9149)
O (-2.3237, 3.1482, 2.4739)
H (-0.5844, 3.4861, 0.5498)
H (0.8741, 3.4263, 1.5147)
H (-0.2046, 4.7009, 1.8510)
H (-0.8109, 1.7400, 2.3742)
H (-0.2974, 4.2249, 4.1221)
H (0.0314, 2.4725, 4.5059)
O (-1.3995, -1.8258, -2.4915)
H (-1.7359, -2.7270, -2.4688)
H (-0.7207, -1.8398, -3.1843)
O (-2.7119, 0.4164, -1.5522)
H (-2.1221, 0.6550, -0.8206)
H (-2.2192, -0.2649, -2.0519)
O (-2.3767, -3.0321, 1.0488)
H (-3.0812, -2.6150, 0.4421)
H (-2.6346, -3.9609, 1.1438)
O (-0.0480, -3.2554, -0.2205)
H (0.7960, -3.0700, -0.8211)
H (-0.7119, -3.6459, -0.7982)
O (1.7362, -1.9226, 1.2482)
H (2.5418, -1.9387, 1.7881)
H (2.0540, -2.0369, 0.2801)
O (-4.0161, -1.8822, -0.6487)
H (-3.6249, -1.0119, -0.8869)
H (-4.8121, -1.9361, -1.1883)

Results
- Net charge: +1
- Energy: -91219.3563 eV
- LUMO energy: -0.199 Ha
- Kohn-Sham gap: 7.34 eV

> Among the records above, which one has the highest energy?

C12H30N6O9

> Number 3 is which compound?

C12H30N6O9

> The lowest energy belongs to which entry?

C12H31BF6NO18S2Zr

> Which formula does entry 1 have?

C12H30N2O8SSn